Entry 1:
ORCA calculation (wB97M-V/def2-TZVPD) on 15 unconnected molecules or ions with the total composition C52H90O37S4.

```
183
Properties=species:S:1:pos:R:3:mulliken_charge:R:1
C -7.0608 2.4228 1.3505 -1.60
C -6.2648 1.3586 0.5456 0.34
C -5.8877 1.6349 -0.9129 -0.35
O -4.5327 1.4379 -0.9609 -0.07
C -4.0808 1.0622 0.2310 -0.02
O -2.9486 0.6768 0.4956 0.40
O -5.0435 1.1630 1.1723 -0.28
H -6.9990 2.2246 2.4206 0.35
H -8.1149 2.2171 1.1639 0.45
H -6.8391 3.4813 1.2144 0.38
H -6.8083 0.4139 0.5624 0.11
H -6.0900 2.6903 -1.0954 0.27
H -6.3335 0.9624 -1.6458 0.30
C 4.3314 2.8003 -1.2290 -1.15
C 5.2673 1.8075 -2.0074 1.08
C 4.7057 0.9216 -3.0944 0.85
O 5.3809 1.4283 -4.2321 -0.47
C 6.2047 2.4562 -4.0134 0.63
O 6.8935 3.0151 -4.8638 -0.62
O 6.0857 2.7769 -2.7204 -0.46
H 3.4549 2.4048 -0.7157 -0.05
H 3.9050 3.5581 -1.8863 0.34
H 4.7744 3.2473 -0.3391 0.47
H 5.8722 1.2542 -1.2889 -0.25
H 3.6439 1.0673 -3.2930 -0.44
H 4.9975 -0.1169 -2.9377 0.13
C -1.5796 2.9824 -1.3200 -0.94
C -1.1385 3.3302 0.1409 1.48
C 0.3093 3.7948 0.3412 1.12
O 0.0818 4.9788 1.0889 -0.41
C -1.2189 5.3693 0.9826 0.49
O -1.6998 6.4165 1.3521 -0.64
O -1.9465 4.4461 0.4909 -0.69
H -2.6638 2.8768 -1.3583 -0.45
H -1.1866 2.0010 -1.5853 0.01
H -1.2233 3.7170 -2.0422 0.85
H -1.2201 2.5522 0.9000 -0.72
H 0.7559 4.1295 -0.5951 -0.17
H 0.8351 2.9674 0.8178 -0.19
C -4.0403 1.3977 4.8668 -1.92
C -3.2076 0.4276 4.0056 1.53
C -1.8124 0.9437 3.6366 1.65
O -1.0034 -0.1539 3.9742 0.18
C -1.7032 -1.2228 4.3550 0.38
O -1.1919 -2.3332 4.3071 -0.47
O -2.9978 -0.8200 4.5752 -0.41
H -4.3143 2.2777 4.2848 0.35
H -3.5022 1.7321 5.7537 0.47
H -4.8785 0.8522 5.3003 0.38
H -3.8209 0.2350 3.1253 -0.60
H -1.6378 1.8593 4.2017 -0.58
H -1.7117 1.0745 2.5592 -0.85
C 4.1642 -2.5496 -0.1959 -1.78
C 5.4834 -1.8183 -0.1980 1.69
C 6.5572 -2.4313 0.6600 -0.07
O 7.6884 -2.3752 -0.1241 -0.36
C 7.3330 -2.2057 -1.4340 0.56
O 8.1024 -2.1899 -2.3918 -0.61
O 6.0388 -2.0103 -1.5273 -0.41
H 4.2610 -3.5742 -0.5550 0.66
H 3.4886 -2.0253 -0.8718 -0.20
H 3.8319 -2.6258 0.8394 0.54
H 5.3291 -0.7732 0.0702 -0.47
H 6.1689 -3.4053 0.9576 0.26
H 6.6387 -1.7645 1.5184 0.17
C -4.5392 -2.1313 -3.8347 -1.44
C -3.0190 -2.3261 -3.5288 0.65
C -2.4296 -1.6882 -2.2661 1.27
O -2.4104 -2.7220 -1.2956 0.98
C -2.8033 -3.9088 -1.9028 -0.22
O -2.8056 -5.0355 -1.4181 -0.60
O -2.9492 -3.6795 -3.2460 -0.40
H -4.8707 -1.1945 -4.2825 0.26
H -5.1183 -2.2734 -2.9222 0.25
H -4.8463 -2.8663 -4.5786 0.41
H -2.3711 -2.1991 -4.3962 0.47
H -3.0393 -0.8197 -2.0170 -0.91
H -1.4291 -1.3164 -2.4871 -0.95
C 0.3039 -2.4995 1.1503 -0.98
C 0.2791 -0.9727 0.8945 1.28
C 1.5646 -0.1390 1.1417 0.94
O 1.8114 0.4284 -0.0923 0.02
C 0.9446 -0.0392 -1.0433 -0.29
O 0.8909 0.3119 -2.2473 -0.49
O 0.1347 -0.8459 -0.5230 0.60
H 1.0961 -3.0048 0.5979 -0.04
H -0.6218 -2.8455 0.6904 0.07
H 0.2827 -2.7628 2.2078 0.36
H -0.4867 -0.4449 1.4628 -0.58
H 2.4733 -0.6395 1.4763 -0.30
H 1.2877 0.6016 1.8920 -0.53
C 1.0960 -7.2786 0.5045 -1.63
C 0.5752 -6.1615 1.4172 1.42
C -0.9327 -6.2204 1.5796 0.39
O -1.0405 -6.1896 2.9963 -0.37
C 0.1824 -6.1792 3.6081 0.65
O 0.4090 -6.1523 4.7888 -0.61
O 1.0976 -6.3435 2.7158 -0.40
H 0.8768 -7.0207 -0.5316 0.28
H 0.6835 -8.2703 0.6899 0.44
H 2.1817 -7.3191 0.5935 0.39
H 0.9233 -5.1839 1.0835 -0.62
H -1.2774 -7.1829 1.2015 0.33
H -1.3969 -5.4228 0.9996 -0.18
C 1.8124 3.4820 -3.8381 -1.39
C 0.6162 4.1489 -4.5806 1.71
C 0.7790 5.6642 -4.9875 -0.45
O 0.4193 5.7371 -6.3506 -0.38
C 0.5204 4.5128 -6.8925 0.57
O 0.4427 4.2816 -8.0119 -0.47
O 0.7109 3.5765 -5.8915 -0.37
H 2.6970 3.7077 -4.4335 0.53
H 1.6914 2.4016 -3.9169 0.09
H 1.8017 3.9589 -2.8580 0.31
H -0.3596 3.8704 -4.1827 -0.87
H 1.7832 6.0738 -4.8785 0.28
H 0.1213 6.3038 -4.3989 0.38
C -3.4880 3.9426 -4.3028 -1.01
C -3.3144 2.6641 -5.1729 0.45
C -2.4014 2.8202 -6.3872 -0.31
O -1.4985 1.7196 -6.1600 -0.36
C -1.6820 1.1669 -4.9830 0.24
O -1.0804 0.2234 -4.4984 -0.45
O -2.6559 1.7300 -4.3456 0.05
H -2.5066 4.4006 -4.1793 0.19
H -3.8691 3.7951 -3.2923 -0.03
H -4.0137 4.7282 -4.8456 0.50
H -4.3059 2.2256 -5.2853 0.36
H -1.8676 3.7640 -6.2764 0.08
H -2.8510 2.5682 -7.3477 0.31
C -3.8114 -3.1520 1.5140 -1.19
C -5.2279 -2.6104 1.3914 0.58
C -6.3854 -3.5854 1.7547 -0.48
O -7.1126 -2.8411 2.6795 -0.39
C -6.4571 -1.8017 3.1156 0.36
O -6.9012 -1.0688 3.9848 -0.62
O -5.2588 -1.6663 2.5217 0.29
H -3.6139 -3.5525 2.5083 0.69
H -3.0433 -2.3920 1.3704 -0.39
H -3.6939 -4.0970 0.9836 0.56
H -5.4108 -2.1805 0.4066 0.05
H -6.0414 -4.5348 2.1651 0.29
H -7.0487 -3.7250 0.9011 0.37
C 7.1213 1.4931 3.7698 -1.10
S 6.1253 1.9173 2.2783 0.38
O 6.7596 1.1637 1.0973 -0.52
C 4.6793 0.8859 2.7911 -0.24
H 8.1347 1.8641 3.6171 0.43
H 7.2527 0.4112 3.7546 0.30
H 6.7340 1.9259 4.6922 0.36
H 4.4373 1.1789 3.8127 0.26
H 5.0494 -0.1228 2.9741 0.44
H 3.7987 0.9783 2.1554 -0.35
C 2.6282 -0.1446 5.5899 -0.97
S 2.0298 -1.4431 4.4254 1.21
O 3.2281 -1.8199 3.5856 -0.72
C 1.8951 -2.6266 5.7843 -1.33
H 2.7278 0.8289 5.1097 -0.36
H 3.6392 -0.3368 5.9490 0.50
H 2.1118 -0.1185 6.5494 0.49
H 1.7508 -3.6120 5.3413 0.26
H 1.0803 -2.3797 6.4650 0.36
H 2.8213 -2.6768 6.3568 0.46
C -0.1243 4.4295 4.6661 -0.98
S 0.9957 3.0171 4.3402 0.58
O 0.4792 2.3626 3.0386 -0.56
C 2.4778 4.0159 3.8804 -0.79
H 0.4212 5.1667 5.2551 0.52
H -0.9089 3.9920 5.2834 0.32
H -0.5553 4.9002 3.7824 0.11
H 2.5148 4.0807 2.7929 0.13
H 3.2932 3.3503 4.1634 0.18
H 2.5359 4.9355 4.4626 0.49
C 0.1682 -4.8910 -3.3896 -1.40
S 0.8983 -3.4060 -2.5142 1.00
O 1.9774 -3.9506 -1.5669 -0.66
C 1.8181 -2.7341 -3.9144 -1.10
H 0.9001 -5.6044 -3.7685 0.49
H -0.4179 -4.5817 -4.2550 0.41
H -0.5122 -5.4644 -2.7601 0.29
H 1.0058 -2.4444 -4.5810 0.46
H 2.5486 -3.4708 -4.2490 0.47
H 2.3948 -1.8422 -3.6697 0.00
```

Values from the calculation:
HOMO energy   -9.19 eV
LUMO energy   -0.339 eV
Frontier orbital gap   8.851 eV

Entry 2:
ORCA calculation (wB97M-V/def2-TZVPD) on a single C18H14ClNO3 molecule.

```
37
Properties=species:S:1:pos:R:3:mulliken_charge:R:1
C -2.6276 0.7491 0.7522 -1.20
N -1.4226 -0.0996 0.7773 0.51
C -1.4028 -1.2817 1.5775 0.53
C -0.2133 -1.8874 1.8052 -0.18
C -0.1702 -3.1362 2.3822 -0.68
C -1.3315 -3.8011 2.8866 -0.83
C -2.5887 -3.1239 2.6659 -0.41
C -2.6289 -1.9109 1.9964 -0.31
C -0.6405 -0.1108 -0.3909 -0.60
C 0.4498 0.8472 -0.5623 -0.55
C 0.9451 1.0291 -1.8373 1.35
O 0.5990 0.1430 -2.8704 -0.39
C -0.3271 -0.7084 -2.6721 0.24
O -0.5234 -1.6885 -3.4954 -0.73
C -1.0406 -0.8802 -1.3587 1.19
Cl -2.3499 -2.1140 -1.3225 -0.12
C 1.9077 1.8996 -2.2073 0.36
C 2.5641 2.2724 -3.4748 -0.76
C 3.7701 2.8665 -2.9704 -0.51
O 3.8029 3.0202 -1.6142 -0.36
C 2.7229 2.3871 -1.1417 -0.13
C 2.4753 2.0398 0.3245 -0.85
C 0.9720 1.6998 0.5265 -0.85
H -2.9363 1.0123 1.7595 0.40
H -2.5915 1.6602 0.1227 0.28
H -3.4036 0.1017 0.4119 0.47
H 0.6249 -1.3715 1.5175 0.55
H 0.7056 -3.7402 2.5307 0.35
H -1.4115 -4.8086 3.0929 0.44
H -3.5030 -3.4409 3.2569 0.29
H -3.6003 -1.3324 1.8951 0.18
H 2.0491 2.2673 -4.3775 0.53
H 4.3937 3.5004 -3.6369 0.34
H 3.0606 1.2873 0.7263 0.37
H 2.5662 2.9872 0.9401 0.32
H 0.2944 2.5465 0.5711 0.33
H 0.8101 1.1193 1.4133 0.44
```

Values from the calculation:
HOMO energy   -7.88 eV
Relative energy (zero: lowest compared OMol25 entry of this formula, charge and spin)   58.16 kcal/mol
Structure (SMILES)   CN(c1ccccc1)c1c2c(oc(=O)c1Cl)-c1ccoc1CC2
LUMO energy   -0.085 eV
Frontier orbital gap   7.798 eV